{
  "formula": "C20H21CoIN6O5S3Se",
  "method": "wB97M-V/def2-TZVPD",
  "de_lowest_ev": 2.325,
  "e_tot_ev": -183841.026,
  "homo_energy_ev": [-5.43, -5.42],
  "charge": -1,
  "orbital_gap_ev": [6.115, 6.099],
  "elements": ["Co", "C", "C", "C", "C", "C", "C", "C", "S", "O", "O", "N", "C", "C", "O", "O", "H", "H", "H", "H", "H", "H", "H", "H", "H", "S", "C", "S", "C", "C", "N", "C", "N", "C", "N", "C", "C", "N", "C", "C", "Se", "H", "H", "H", "H", "H", "H", "H", "H", "N", "C", "O", "C", "I", "H", "H", "H", "H"],
  "xyz": [[-0.20176, -0.41613, 0.33386], [3.67136, -6.14792, 2.57249], [3.21513, -4.71348, 2.54068], [2.53902, -4.21513, 1.43272], [2.12672, -2.89083, 1.37986], [2.39860, -2.05102, 2.44315], [3.07272, -2.53042, 3.55741], [3.47696, -3.85396, 3.60316], [2.00897, -0.29752, 2.50881], [3.28024, 0.35136, 2.71548], [1.01708, -0.10848, 3.53006], [1.38716, 0.16614, 1.07313], [2.36866, 0.51350, 0.06586], [2.22822, -0.48365, -1.11204], [3.14274, -0.64169, -1.90659], [1.07096, -1.05164, -1.14068], [2.91940, -6.79884, 2.12645], [3.86053, -6.47187, 3.59526], [4.59701, -6.26140, 2.00378], [2.32880, -4.86578, 0.59199], [1.59334, -2.53868, 0.50690], [3.27575, -1.85696, 4.37925], [4.00899, -4.22272, 4.47234], [3.37338, 0.52522, 0.48013], [2.13915, 1.49161, -0.37673], [-1.59148, 0.85420, 1.74389], [-1.88637, -0.57014, 2.64082], [-0.95058, -1.90242, 2.11653], [-2.85281, -0.66106, 3.63140], [-3.64012, 0.45316, 4.01019], [-4.30419, 1.34440, 4.32029], [-3.15320, -1.88999, 4.26864], [-3.45520, -2.88312, 4.77314], [-3.75568, 2.08729, -1.06754], [-3.20829, 1.22448, -2.09112], [-3.92324, 0.36838, -2.89738], [-3.03414, -0.28234, -3.67953], [-1.78186, 0.18408, -3.35727], [-0.52117, -0.29498, -3.88662], [-1.88876, 1.09001, -2.36229], [-0.49137, 1.96639, -1.55666], [-4.71547, 1.69271, -0.74019], [-3.88730, 3.09949, -1.45268], [-3.07365, 2.12250, -0.22283], [-4.99416, 0.29542, -2.84949], [-3.19074, -1.04176, -4.42427], [-0.71400, -1.07858, -4.61712], [0.08939, -0.69186, -3.07195], [0.02680, 0.52290, -4.35318], [-3.57957, -1.93650, 0.01773], [-2.41096, -2.03812, -0.65750], [-1.66366, -1.05293, -0.70389], [-2.10876, -3.26908, -1.37529], [-1.27491, -4.89292, 0.04041], [-3.60393, -1.13607, 0.64161], [-3.94800, -2.78711, 0.42079], [-1.28692, -3.18787, -2.07352], [-2.96266, -3.82117, -1.74490]],
  "forces_ev_per_angstrom": [[0.1388, 0.7837, 0.8670], [0.0202, 0.1526, -0.0205], [-0.0276, -0.0584, -0.0779], [0.0225, 0.0362, 0.1476], [-0.0548, -0.0234, -0.1435], [0.0986, 0.3318, 0.2091], [0.0401, -0.1188, 0.0216], [-0.0387, 0.0690, 0.0009], [-0.7616, 0.5799, -0.5712], [0.2009, -0.0734, -0.1209], [0.0480, -0.1931, 0.1173], [0.7222, 0.0174, 1.6404], [-0.1702, -0.6266, -0.9854], [0.8045, 0.7533, 0.7164], [-0.3559, -0.1465, -0.2049], [-1.0904, -0.6407, 0.3476], [0.0310, -0.0676, 0.0188], [-0.0054, -0.0633, -0.0057], [0.0026, -0.0714, 0.0048], [-0.0153, -0.0302, -0.0124], [0.0666, 0.1071, -0.0171], [0.0386, -0.0172, 0.0247], [-0.0212, -0.0205, 0.0274], [0.0166, 0.0452, -0.1888], [0.1156, 0.0462, 0.2101], [0.6850, -0.6589, -0.7491], [-0.4989, 0.0215, 0.2757], [0.6066, 0.5616, -1.1056], [0.2354, -0.0705, -0.1367], [-0.1470, 0.3244, 0.0441], [0.0302, -0.0299, -0.0578], [-0.0758, -0.3102, 0.1173], [0.0721, 0.0144, -0.0477], [-0.0940, 0.2779, 0.0966], [0.2393, -0.3809, -0.1729], [-0.0883, -0.0675, -0.0684], [-0.1642, -0.1129, -0.0785], [-0.3552, 0.0744, 0.2243], [0.3840, -0.1060, 0.0633], [0.1656, 0.2464, -0.0951], [0.1832, -0.0267, 0.4187], [0.0079, -0.0414, -0.0412], [-0.0038, -0.0268, -0.0048], [0.0194, -0.0593, -0.0037], [-0.0193, -0.0083, 0.0281], [0.0169, 0.0324, -0.0490], [-0.1103, 0.0518, -0.0202], [-0.0008, 0.0192, -0.0031], [-0.0568, -0.0030, -0.0015], [0.3268, -0.3668, 0.0527], [-0.4304, 1.4655, 1.0611], [-0.7293, -0.8894, -1.0032], [0.8595, -2.3910, 0.5145], [-0.5452, 1.1766, -0.8384], [0.0029, 0.0066, 0.0081], [-0.1485, -0.0026, -0.1456], [-0.0839, 0.2667, -0.0818], [-0.1094, 0.2416, -0.2058]]
}